(1)
The following is a DFT calculation (ωB97M-V/def2-TZVPD) of one molecule with the formula C4H6O2.

The energy above the lowest of the compared OMol25 structures with the same formula, charge and spin comes out at 77.4 kcal/mol. Its spin multiplicity is 1. The value obtained for the gap between HOMO and LUMO is 0.34302 hartree. The charge is 0.

Cartesian coordinates (Å):
O (1.91450, -0.77721, 0.77413)
C (1.05068, 0.21082, 0.85051)
C (-0.34524, -0.35768, 0.90891)
C (-1.09987, 0.30802, -0.27004)
C (-0.12973, 0.53386, -1.40968)
O (-0.00286, 1.55379, -2.03865)
H (2.79192, -0.37347, 0.67634)
H (0.49020, -0.36394, -1.64364)
H (-0.40093, -1.45591, 0.88285)
H (-0.78101, -0.00869, 1.85290)
H (-1.55152, 1.26293, 0.00992)
H (-1.89531, -0.35568, -0.63425)

***

(2)
The following is a DFT calculation (ωB97M-V/def2-TZVPD) of one molecule with the formula C4H6O2 at a distorted geometry.

The energy above the lowest of the compared OMol25 structures with the same formula, charge and spin comes out at 36.6 kcal/mol. The SMILES is O=C1CC[C@@H]1O. Its spin multiplicity is 1. The value obtained for the gap between HOMO and LUMO is 0.38605 hartree. The charge is 0.

Cartesian coordinates (Å):
O (2.06231, -0.47104, 0.29282)
C (0.75358, -0.54896, -0.16384)
C (-0.48148, -0.49789, 0.80232)
C (-1.21625, 0.33928, -0.23682)
C (0.11509, 0.65369, -0.83431)
O (0.57479, 1.66890, -1.32344)
H (2.27942, 0.46636, 0.40889)
H (0.66559, -1.43559, -0.80428)
H (-0.92320, -1.46233, 1.05930)
H (-0.24124, 0.05930, 1.71211)
H (-1.64967, 1.40724, -0.04610)
H (-1.92482, -0.17601, -0.88057)

***

Q: Number 2 is which compound?
A: C4H6O2